Record 1
Computed, not measured: a molecular structure, C37H29ClN6OSiTi at a distorted geometry, with ωB97M-V with the def2-TZVPD basis set.

Geometry as XYZ:
```
76
C37H29ClN6OSiTi (ωB97M-V with the def2-TZVPD basis set)
Ti 0.06 -0.03 0.24
C 4.24 0.66 -0.48
C 3.04 0.03 -0.19
N 1.89 0.71 -0.20
C 1.94 2.05 -0.47
C 3.17 2.63 -0.80
N 4.29 1.95 -0.81
C 0.67 2.72 -0.33
C 0.43 4.08 -0.42
C -0.86 4.58 -0.22
C -1.89 3.67 0.08
C -1.60 2.32 0.18
N -0.34 1.84 -0.03
C -2.53 1.26 0.52
C -3.90 1.39 0.77
N -4.65 0.38 1.10
C -4.07 -0.82 1.21
C -2.73 -1.00 0.95
N -1.95 0.02 0.59
C -1.14 6.01 -0.32
C -0.26 6.96 0.20
C -0.58 8.30 0.07
N -1.68 8.73 -0.52
C -2.51 7.84 -1.01
C -2.30 6.47 -0.94
H 5.18 0.13 -0.46
H 2.99 -1.02 0.07
H 3.25 3.68 -1.07
H 1.23 4.76 -0.65
H -2.88 4.03 0.26
H -4.40 2.35 0.68
H -4.71 -1.64 1.50
H -2.25 -1.98 1.01
H 0.64 6.65 0.71
H 0.07 9.07 0.47
H -3.39 8.24 -1.50
H -3.01 5.78 -1.37
Cl 0.30 -2.32 -0.43
C -0.10 -0.98 -1.58
H -1.05 -1.27 -2.04
H 0.68 -1.01 -2.35
O 0.44 -0.43 1.88
Si 0.75 -0.88 3.41
C 2.05 0.31 4.09
C 2.55 0.09 5.37
C 3.51 0.92 5.90
C 4.01 1.97 5.15
C 3.53 2.20 3.87
C 2.55 1.38 3.35
C -0.87 -0.78 4.39
C -1.87 -1.73 4.22
C -3.01 -1.73 5.00
C -3.16 -0.76 5.98
C -2.18 0.20 6.16
C -1.05 0.19 5.37
C 1.45 -2.64 3.49
C 1.31 -3.41 4.64
C 1.89 -4.66 4.75
C 2.63 -5.17 3.69
C 2.79 -4.42 2.54
C 2.21 -3.17 2.44
H 2.16 -0.74 5.94
H 3.88 0.73 6.90
H 4.78 2.61 5.57
H 3.92 3.02 3.29
H 2.15 1.57 2.35
H -1.73 -2.51 3.48
H -3.76 -2.49 4.86
H -4.04 -0.76 6.60
H -2.30 0.95 6.93
H -0.28 0.94 5.52
H 0.73 -3.02 5.47
H 1.76 -5.24 5.65
H 3.09 -6.14 3.77
H 3.36 -4.82 1.71
H 2.34 -2.58 1.54
```

Its energy is -3430.23004 Eh. The frontier orbital gap (alpha / beta) comes out at 4.832 / 6.973 eV. The charge is +1. The LUMO energy (alpha / beta) comes out at -0.1646 / -0.1616 Ha. The calculation puts the highest occupied orbital energy (alpha / beta) at -9.31 / -11.37 eV. The relative energy (zero: lowest compared OMol25 entry of this formula, charge and spin) is 97.6 kJ/mol. The spin multiplicity is 2.



Record 2
Computed, not measured: 3 unconnected molecules or ions with the total composition C6H14O2 at a distorted geometry, with ωB97M-V with the def2-TZVPD basis set.

Geometry as XYZ:
```
22
C6H14O2 (ωB97M-V with the def2-TZVPD basis set)
C -1.22 -1.46 3.39
C 0.21 -1.45 2.84
C 0.69 0.83 -1.54
C 0.74 0.90 -0.10
C 0.54 -0.20 0.72
C 0.51 -0.22 2.09
H -1.45 -2.37 3.93
H -1.40 -0.61 4.06
H -1.94 -1.38 2.58
H 0.92 -1.60 3.66
H 0.33 -2.30 2.15
H -0.08 1.50 -1.98
H 1.63 1.08 -2.05
H 1.02 1.83 0.41
H 0.36 -1.15 0.22
H 0.83 0.68 2.62
H 0.44 -0.17 -1.88
H 0.49 -0.14 -4.94
O 0.44 0.18 -4.01
H -1.37 2.51 -4.59
H -0.56 1.35 -3.87
O -1.12 2.20 -3.72
```

Its energy is -387.31462 Eh. The frontier orbital gap comes out at 4.075 eV. The charge is 0. The LUMO energy comes out at -0.1076 Ha. The calculation puts the highest occupied orbital energy at -7.00 eV. The relative energy (zero: lowest compared OMol25 entry of this formula, charge and spin) is 506.5 kJ/mol. The spin multiplicity is 1.



Record 3
Computed, not measured: a molecular structure, C49H48FOP2RhSi2 at a distorted geometry, with ωB97M-V with the def2-TZVPD basis set.

Geometry as XYZ:
```
104
C49H48FOP2RhSi2 (ωB97M-V with the def2-TZVPD basis set)
Rh 0.68 -0.13 -0.40
O -2.84 0.50 -0.95
C -3.74 -0.28 -0.07
C -5.09 -0.21 0.01
C -5.65 -1.34 0.69
C -5.08 -2.45 1.12
C -3.72 -2.49 0.92
C -2.91 -1.41 0.48
P -1.00 -1.74 0.17
C -0.46 -2.38 1.89
C 0.86 -2.71 2.00
C 1.32 -3.06 3.22
C 0.50 -3.23 4.32
C -0.85 -2.80 4.26
C -1.32 -2.33 3.07
C -1.04 -3.23 -0.89
C -1.59 -3.29 -2.16
C -1.79 -4.59 -2.65
C -1.37 -5.74 -2.11
C -0.81 -5.63 -0.84
C -0.65 -4.46 -0.22
C -2.94 1.86 -1.15
C -3.86 2.40 -1.98
C -3.93 3.88 -2.10
C -3.01 4.57 -1.33
C -2.08 3.96 -0.54
C -1.95 2.61 -0.46
P -0.55 1.57 0.52
C -1.42 1.43 2.03
C -2.72 1.74 2.10
C -3.48 1.53 3.22
C -2.82 0.87 4.42
C -1.48 0.48 4.28
C -0.85 0.66 3.06
C 0.36 3.09 0.88
C 0.29 3.77 2.06
C 0.85 5.18 2.07
C 1.34 5.77 0.90
C 1.39 5.15 -0.24
C 1.11 3.77 -0.35
H -5.87 0.55 -0.47
H -6.62 -1.39 0.77
H -5.45 -3.35 1.55
H -3.07 -3.56 0.99
H 1.37 -2.64 1.11
H 2.56 -3.30 3.47
H 0.55 -3.97 5.23
H -1.36 -2.62 5.28
H -2.33 -1.76 3.15
H -1.85 -2.49 -2.72
H -2.41 -4.42 -3.45
H -1.47 -6.80 -2.44
H -0.39 -6.54 -0.20
H -0.29 -4.33 0.76
H -4.73 2.03 -2.35
H -4.69 4.19 -2.84
H -3.32 5.77 -1.42
H -1.16 4.67 -0.57
H -3.26 2.29 1.34
H -4.45 1.80 3.42
H -3.24 0.61 5.33
H -1.29 0.00 5.16
H 0.19 0.34 2.81
H -0.57 3.71 2.60
H 0.54 5.68 2.87
H 1.33 6.65 0.54
H 1.94 5.21 -1.03
H 1.03 2.86 -1.17
F 1.74 0.27 1.50
C 1.79 2.84 -4.72
Si 1.05 1.19 -3.86
C 1.41 -0.33 -4.94
C -0.77 1.65 -3.75
C 1.81 0.99 -2.24
C 2.65 0.74 -1.40
H 1.67 2.70 -5.86
H 2.95 3.05 -4.64
H 0.99 3.76 -4.39
H 2.22 -0.82 -4.52
H 1.47 -0.50 -6.04
H 0.69 -1.07 -4.73
H -1.64 1.00 -3.39
H -0.93 1.99 -4.76
H -0.75 2.58 -3.29
C 5.64 0.76 -1.47
Si 4.11 0.55 -0.32
C 4.17 1.65 1.12
C 4.26 -1.30 0.15
C 3.56 -2.25 -0.56
C 3.82 -3.59 -0.26
C 4.74 -3.98 0.72
C 5.44 -2.93 1.45
C 5.16 -1.58 1.21
H 6.52 0.27 -1.13
H 6.20 1.63 -1.70
H 5.63 0.03 -2.38
H 3.52 1.34 1.94
H 3.73 2.63 1.00
H 5.19 1.51 1.57
H 2.84 -2.09 -1.33
H 3.08 -4.28 -0.73
H 4.75 -5.05 0.80
H 6.13 -3.11 2.15
H 5.74 -0.73 1.76
```

Its energy is -3442.62325 Eh. The frontier orbital gap (alpha / beta) comes out at 2.920 / 4.085 eV. The charge is 0. The LUMO energy (alpha / beta) comes out at -0.0051 / -0.0861 Ha. The calculation puts the highest occupied orbital energy (alpha / beta) at -3.06 / -6.43 eV. The relative energy (zero: lowest compared OMol25 entry of this formula, charge and spin) is 1644.0 kJ/mol. The spin multiplicity is 5.



Record 4
Computed, not measured: 2 unconnected molecules or ions with the total composition C2H4FN at a distorted geometry, with ωB97M-V with the def2-TZVPD basis set.

Geometry as XYZ:
```
8
C2H4FN (ωB97M-V with the def2-TZVPD basis set)
C 1.34 -0.07 0.87
C -2.43 -0.25 -0.78
N 1.76 0.08 -0.28
F -3.56 0.32 -0.35
H 0.34 0.43 0.94
H 1.93 -0.36 1.73
H -2.00 0.31 -1.59
H 2.63 -0.46 -0.53
```

Its energy is -233.03440 Eh. The frontier orbital gap comes out at 8.960 eV. The charge is 0. The LUMO energy comes out at -0.0184 Ha. The calculation puts the highest occupied orbital energy at -9.46 eV. The relative energy (zero: lowest compared OMol25 entry of this formula, charge and spin) is 464.2 kJ/mol. The spin multiplicity is 1.



Record 5
Computed, not measured: a single C24H27FN6O3 molecule at a distorted geometry, with ωB97M-V with the def2-TZVPD basis set.

Geometry as XYZ:
```
61
C24H27FN6O3 (ωB97M-V with the def2-TZVPD basis set)
C 3.19 2.99 0.45
H 2.33 3.66 0.58
O 3.06 1.83 1.23
C 2.02 1.00 0.99
C 1.07 1.17 0.00
C 0.06 0.24 -0.17
C -0.02 -0.87 0.66
C 0.92 -1.04 1.66
C 1.93 -0.12 1.82
H 2.68 -0.25 2.59
H 0.89 -1.92 2.29
N -1.08 -1.80 0.48
C -1.22 -2.58 -0.61
O -2.26 -3.15 -0.90
C -0.01 -2.79 -1.54
N 1.28 -2.60 -0.98
N 1.81 -3.36 -0.05
N 2.96 -2.87 0.23
C 3.13 -1.78 -0.55
N 2.07 -1.60 -1.33
C 4.27 -0.90 -0.51
C 5.23 -1.06 0.49
C 6.30 -0.19 0.56
C 6.41 0.82 -0.38
C 5.47 0.99 -1.39
C 4.40 0.12 -1.45
H 3.65 0.22 -2.22
H 5.60 1.78 -2.10
F 7.45 1.68 -0.31
H 7.05 -0.28 1.34
H 5.11 -1.85 1.21
H -0.11 -2.09 -2.38
H -0.10 -3.81 -1.92
C -2.26 -1.64 1.34
C -1.91 -1.48 2.81
H -1.31 -2.32 3.15
H -2.83 -1.45 3.38
H -1.37 -0.55 2.97
H -2.87 -2.54 1.19
C -3.05 -0.41 0.83
O -3.01 0.66 1.39
N -3.73 -0.67 -0.30
H -3.66 -1.61 -0.68
C -4.52 0.30 -1.04
H -4.95 -0.24 -1.88
C -5.65 0.93 -0.19
C -5.33 2.43 -0.12
C -4.60 2.69 -1.44
H -5.31 2.70 -2.27
H -4.06 3.63 -1.44
C -3.68 1.49 -1.55
H -2.83 1.63 -0.87
H -3.30 1.32 -2.56
H -4.65 2.61 0.71
H -6.22 3.04 0.00
H -6.61 0.77 -0.67
H -5.68 0.48 0.81
H -0.68 0.38 -0.95
H 1.10 2.03 -0.66
H 3.32 2.75 -0.61
H 4.09 3.49 0.82
```

Its energy is -1584.89361 Eh. The frontier orbital gap comes out at 9.247 eV. The charge is 0. The LUMO energy comes out at 0.0208 Ha. The calculation puts the highest occupied orbital energy at -8.68 eV. The relative energy (zero: lowest compared OMol25 entry of this formula, charge and spin) is 4.4 kJ/mol. The spin multiplicity is 1.



Record 6
Computed, not measured: a single C4H5NO molecule at a distorted geometry, with ωB97M-V with the def2-TZVPD basis set.

Geometry as XYZ:
```
11
C4H5NO (ωB97M-V with the def2-TZVPD basis set)
C 0.29 -1.42 -0.91
C -0.46 -0.29 -0.17
C 0.26 1.98 1.54
O 0.60 2.57 2.48
C -0.17 2.01 0.18
N -0.44 1.11 -0.64
H 1.30 -1.47 -0.52
H 0.33 -1.35 -2.00
H -0.18 -2.39 -0.68
H -1.53 -0.53 -0.09
H -0.01 -0.24 0.82
```

Its energy is -285.30106 Eh. The frontier orbital gap comes out at 8.269 eV. The charge is 0. The LUMO energy comes out at -0.0222 Ha. The calculation puts the highest occupied orbital energy at -8.87 eV. The relative energy (zero: lowest compared OMol25 entry of this formula, charge and spin) is 298.1 kJ/mol. The spin multiplicity is 1.



> The lowest relative energy (zero: lowest compared OMol25 entry of this formula, charge and spin) belongs to which entry?

C24H27FN6O3